No. 1
{"formula": "C40H34CoGeN3O5S", "method": "ωB97M-V/def2-TZVPD", "relative_energy_kj_mol": 30.1, "lumo_ev": [-1.25, -1.48], "molar_mass_g_mol": 800.338, "elements": ["Co", "C", "N", "C", "C", "C", "C", "C", "N", "C", "C", "C", "C", "C", "C", "H", "H", "H", "H", "H", "H", "H", "H", "H", "H", "H", "O", "C", "N", "S", "O", "O", "C", "C", "C", "C", "C", "C", "H", "H", "H", "H", "O", "C", "O", "C", "C", "Ge", "C", "C", "C", "C", "C", "C", "C", "C", "C", "C", "C", "C", "C", "C", "C", "C", "C", "C", "H", "H", "H", "H", "H", "H", "H", "H", "H", "H", "H", "H", "H", "H", "H", "H", "H", "H", "H"], "coordinates": [[1.1148, 1.3754, 0.6859], [-1.0061, 2.6583, 2.2913], [0.2231, 2.8107, 1.5165], [0.8957, 3.9285, 1.4991], [2.1017, 3.8863, 0.7918], [3.1758, 4.7353, 0.5217], [4.0972, 3.9774, -0.1968], [3.5600, 2.6937, -0.3489], [2.3602, 2.6480, 0.2359], [-2.0305, 3.7281, 1.9882], [-2.7723, 4.2838, 3.0229], [-3.7396, 5.2454, 2.7611], [-3.9654, 5.6657, 1.4600], [-3.2200, 5.1213, 0.4220], [-2.2584, 4.1588, 0.6843], [-0.7638, 2.6497, 3.3545], [-1.4143, 1.6716, 2.0519], [0.5217, 4.8159, 2.0001], [3.2629, 5.7664, 0.8222], [5.0423, 4.3054, -0.5953], [3.9635, 1.8528, -0.8875], [-2.5898, 3.9633, 4.0419], [-4.3098, 5.6709, 3.5765], [-4.7139, 6.4195, 1.2542], [-3.3879, 5.4499, -0.5958], [-1.6744, 3.7431, -0.1274], [1.3964, -1.5756, 1.7400], [1.8095, -0.7399, 2.5098], [1.7152, 0.6319, 2.3265], [2.4162, 1.5087, 3.5460], [1.4270, 2.2793, 4.2499], [3.5808, 2.1936, 3.0693], [2.8654, 0.0927, 4.4866], [3.5101, 0.0511, 5.7071], [3.7589, -1.2054, 6.2433], [3.3718, -2.3642, 5.5722], [2.7260, -2.2966, 4.3459], [2.4788, -1.0439, 3.8129], [3.8078, 0.9546, 6.2209], [4.2617, -1.2858, 7.1979], [3.5804, -3.3284, 6.0164], [2.4176, -3.1827, 3.8077], [2.5555, 0.5141, -2.3918], [2.0472, -0.2032, -1.5687], [1.1616, 0.2371, -0.6643], [2.2788, -1.6952, -1.4882], [1.5021, -2.4289, -2.5872], [-0.4582, -2.3440, -2.5077], [-1.1302, -3.2526, -4.1005], [-1.9924, -2.6379, -5.0051], [-2.4639, -3.3229, -6.1186], [-2.0774, -4.6352, -6.3425], [-1.2209, -5.2639, -5.4483], [-0.7557, -4.5761, -4.3377], [-1.1446, -3.2978, -0.9518], [-2.5212, -3.4943, -0.8206], [-3.0448, -4.1926, 0.2566], [-2.1945, -4.7130, 1.2237], [-0.8257, -4.5312, 1.1063], [-0.3075, -3.8287, 0.0257], [-1.1089, -0.5066, -2.5058], [-0.7098, 0.3691, -3.5146], [-1.1359, 1.6896, -3.5246], [-1.9760, 2.1518, -2.5224], [-2.3790, 1.2940, -1.5069], [-1.9449, -0.0246, -1.5000], [1.9919, -2.0403, -0.4971], [3.3507, -1.8612, -1.6217], [1.7639, -3.4903, -2.5682], [1.8066, -2.0543, -3.5673], [-2.3045, -1.6121, -4.8431], [-3.1346, -2.8296, -6.8109], [-2.4438, -5.1694, -7.2099], [-0.9193, -6.2903, -5.6150], [-0.0976, -5.0867, -3.6417], [-3.1970, -3.1066, -1.5765], [-4.1147, -4.3365, 0.3401], [-2.6003, -5.2598, 2.0655], [-0.1578, -4.9307, 1.8590], [0.7647, -3.6897, -0.0390], [-0.0425, 0.0275, -4.2989], [-0.8086, 2.3573, -4.3112], [-2.3194, 3.1792, -2.5348], [-3.0355, 1.6529, -0.7227], [-2.2525, -0.6811, -0.6937]], "mulliken_charge": [-1.5733, -1.2122, 1.2297, 0.3094, -0.4365, -1.0124, -0.9068, -0.2815, 1.2895, 0.4559, -0.5422, -0.6049, -0.5023, -0.7934, 0.1321, 0.2956, 0.3790, 0.5105, 0.5040, 0.4471, 0.4555, 0.4099, 0.3930, 0.3827, 0.3938, 0.4685, -0.5745, 0.6497, 0.5983, 1.1201, -0.6974, -0.6872, 0.4212, -0.7604, -0.5382, -0.5945, -0.3928, -0.2505, 0.4783, 0.4047, 0.3982, 0.5689, -0.5971, 0.2781, 0.0258, -0.0819, -1.0624, 1.0659, 0.0871, -0.1601, -0.6428, -0.4289, -0.6662, -0.4359, 0.2051, -0.3576, -0.7328, -0.4660, -0.7018, -0.1851, -0.1339, 0.1680, -1.0412, -0.5644, -0.7311, -0.0585, -0.2903, 0.5126, 0.5094, 0.4502, 0.2900, 0.3963, 0.3739, 0.3957, 0.2974, 0.4288, 0.4045, 0.3914, 0.4010, 0.0674, 0.5074, 0.4090, 0.4559, 0.5373, 0.3453]}

---

No. 2
{"formula": "C40H35As2BF4O3Pt", "method": "ωB97M-V/def2-TZVPD", "relative_energy_kj_mol": 0.0, "lumo_ev": [0.49, -1.31], "molar_mass_g_mol": 995.443, "multiplicity": 3, "elements": ["Pt", "C", "C", "As", "C", "C", "C", "C", "C", "C", "C", "C", "C", "C", "C", "C", "As", "C", "C", "C", "C", "C", "C", "C", "C", "C", "C", "C", "C", "H", "H", "H", "H", "H", "H", "H", "H", "H", "H", "H", "H", "H", "H", "H", "H", "H", "H", "H", "H", "H", "H", "H", "H", "O", "C", "C", "O", "O", "C", "C", "C", "C", "C", "C", "C", "C", "C", "C", "C", "C", "H", "H", "H", "H", "H", "H", "H", "H", "H", "H", "H", "F", "B", "F", "F", "F"], "coordinates": [[0.3088, -0.5632, -0.4031], [1.4724, 2.6325, -0.8957], [0.9823, 2.5839, 0.5557], [1.3689, 0.8549, 1.3820], [0.7149, 1.1528, 3.1811], [1.5818, 1.0594, 4.2652], [1.1052, 1.2865, 5.5493], [-0.2330, 1.5952, 5.7538], [-1.0995, 1.6804, 4.6709], [-0.6318, 1.4573, 3.3822], [3.2801, 0.8559, 1.6034], [3.9212, -0.3735, 1.7187], [5.2952, -0.4214, 1.9069], [6.0279, 0.7571, 1.9702], [5.3880, 1.9837, 1.8450], [4.0126, 2.0349, 1.6620], [0.5797, 1.2518, -1.9429], [-1.2223, 1.9399, -2.1464], [-2.2575, 1.0119, -2.2594], [-3.5771, 1.4362, -2.3278], [-3.8706, 2.7931, -2.2718], [-2.8444, 3.7209, -2.1611], [-1.5234, 3.2960, -2.0996], [1.3148, 1.4150, -3.7107], [2.6777, 1.6145, -3.8931], [3.1813, 1.7438, -5.1792], [2.3319, 1.6598, -6.2747], [0.9726, 1.4481, -6.0873], [0.4608, 1.3233, -4.8039], [2.5403, 2.4320, -0.9575], [1.2817, 3.5971, -1.3560], [-0.1038, 2.6810, 0.6105], [1.4145, 3.3732, 1.1648], [2.6235, 0.8133, 4.1130], [1.7829, 1.2202, 6.3914], [-0.6019, 1.7639, 6.7586], [-2.1463, 1.9115, 4.8228], [-1.3175, 1.5098, 2.5453], [3.3539, -1.2896, 1.6250], [5.7963, -1.3786, 1.9849], [7.1015, 0.7204, 2.1088], [5.9602, 2.9021, 1.8860], [3.5227, 2.9950, 1.5706], [-2.0378, -0.0506, -2.2728], [-4.3721, 0.7045, -2.4001], [-4.9010, 3.1269, -2.3040], [-3.0721, 4.7792, -2.1190], [-0.7346, 4.0328, -2.0169], [3.3474, 1.6379, -3.0449], [4.2432, 1.8959, -5.3245], [2.7318, 1.7515, -7.2777], [0.3085, 1.3815, -6.9401], [-0.5995, 1.1660, -4.6560], [-0.4074, -2.1286, 1.1497], [-1.8453, -2.1049, 0.9940], [-2.2468, -0.6066, 1.1557], [-3.3169, -0.3350, 1.6677], [-1.4326, 0.2398, 0.6106], [-2.4613, -2.9802, 2.0700], [-3.0736, -4.1940, 1.7898], [-3.5609, -4.9936, 2.8206], [-3.4292, -4.5870, 4.1377], [-2.8006, -3.3784, 4.4262], [-2.3209, -2.5830, 3.4003], [-2.2069, -2.4562, -0.4484], [-1.2251, -2.7208, -1.3996], [-1.5557, -2.8937, -2.7433], [-2.8761, -2.8164, -3.1432], [-3.8668, -2.5617, -2.1952], [-3.5372, -2.3754, -0.8627], [-0.1051, -3.0426, 1.0523], [-3.1788, -4.5259, 0.7644], [-4.0423, -5.9354, 2.5872], [-3.8123, -5.2064, 4.9399], [-2.6906, -3.0525, 5.4541], [-1.8377, -1.6392, 3.6300], [-0.1842, -2.8329, -1.1238], [-0.7697, -3.0863, -3.4641], [-3.1404, -2.9586, -4.1839], [-4.9035, -2.4966, -2.5019], [-4.3013, -2.1293, -0.1333], [3.2859, 0.0732, -1.3871], [3.0884, -1.3160, -1.6926], [4.2725, -1.9125, -2.0661], [2.0950, -1.4259, -2.7001], [2.5477, -1.9455, -0.5068]], "mulliken_charge": [3.0226, -1.2594, -1.5406, 0.3378, 0.5664, -0.5333, -0.7112, -0.5706, -0.6277, -0.3632, 0.5346, -0.5466, -0.7524, -0.4793, -0.8091, -0.0488, 0.7229, 0.1903, 0.1434, -0.5684, -0.7102, -0.7079, -0.4865, 0.5519, -0.1739, -0.8884, -0.4592, -0.7416, -0.6080, 0.5838, 0.6972, 0.4997, 0.8702, 0.4476, 0.4142, 0.3872, 0.4430, 0.0591, 0.4002, 0.4051, 0.3757, 0.4060, 0.3430, 0.1059, 0.4499, 0.3895, 0.4013, 0.3340, 0.2374, 0.4059, 0.3730, 0.4012, 0.3671, -0.5716, 2.0931, 0.0440, -0.7048, -0.6174, -0.1539, -0.3164, -0.9402, -0.4550, -0.8071, -0.3958, -0.2498, -1.0229, -1.0117, -0.4702, -0.9150, 0.0040, 0.4634, 0.4225, 0.4087, 0.3920, 0.4155, 0.3565, 0.9134, 0.4922, 0.4255, 0.4351, 0.4929, -0.2587, 0.2453, -0.2910, -0.3476, -0.3558]}

---

No. 3
{"formula": "C40H35AuN2O3P", "method": "ωB97M-V/def2-TZVPD", "relative_energy_kj_mol": 351.9, "lumo_ev": [-4.63, -5.16], "molar_mass_g_mol": 819.672, "total_charge": 1, "elements": ["Au", "O", "C", "O", "C", "C", "C", "C", "C", "C", "P", "C", "C", "C", "C", "C", "C", "C", "C", "C", "C", "C", "C", "H", "H", "H", "H", "H", "H", "H", "H", "H", "H", "H", "H", "H", "H", "O", "C", "C", "C", "C", "C", "C", "C", "C", "N", "H", "H", "H", "H", "H", "H", "H", "H", "H", "H", "H", "N", "C", "C", "C", "C", "C", "C", "C", "C", "C", "C", "C", "C", "C", "H", "H", "H", "H", "H", "H", "H", "H", "H", "H"], "coordinates": [[-0.0732, 0.0724, -0.2757], [2.3661, -2.6438, 2.2732], [1.4169, -1.9805, 2.5794], [0.5513, -1.4828, 1.6720], [1.0047, -1.5637, 3.9360], [1.5070, -2.0590, 5.1275], [0.9398, -1.6200, 6.3135], [-0.1067, -0.7036, 6.2981], [-0.5724, -0.1775, 5.1022], [-0.0040, -0.6120, 3.9124], [-0.4956, -0.0969, 2.2256], [-0.7182, 1.7147, 2.6265], [-1.9147, 2.2984, 3.0250], [-1.9177, 3.6313, 3.4117], [-0.7488, 4.3783, 3.3911], [0.4406, 3.7987, 2.9698], [0.4546, 2.4675, 2.5912], [-2.1509, -0.7409, 1.9740], [-3.0373, -0.0138, 1.1752], [-4.3472, -0.4398, 1.0462], [-4.7693, -1.5874, 1.7049], [-3.8733, -2.3389, 2.4534], [-2.5609, -1.9187, 2.5923], [2.3121, -2.7814, 5.1173], [1.3042, -2.0021, 7.2573], [-0.5585, -0.3898, 7.2296], [-1.3753, 0.5484, 5.0981], [-2.8309, 1.7250, 3.0529], [-2.8452, 4.0883, 3.7301], [-0.7645, 5.4131, 3.7057], [1.3516, 4.3818, 2.9370], [1.3794, 1.9955, 2.2772], [-2.6929, 0.8803, 0.6675], [-5.0389, 0.1204, 0.4313], [-5.8022, -1.9002, 1.6302], [-4.1972, -3.2520, 2.9341], [-1.8564, -2.4939, 3.1797], [-1.7571, 1.9683, -2.2166], [-0.7512, 2.5869, -3.0165], [-0.2248, 3.8030, -2.2754], [0.2327, 3.5373, -0.8230], [1.5627, 2.8304, -0.6771], [2.7251, 3.5726, -0.8798], [3.9612, 3.0272, -0.5909], [4.0257, 1.7342, -0.1008], [2.8512, 1.0269, 0.0289], [1.6527, 1.5493, -0.2600], [-2.3360, 1.4386, -2.7757], [-1.1892, 2.9072, -3.9643], [0.0625, 1.8849, -3.2258], [-1.0299, 4.5388, -2.2460], [0.6090, 4.2243, -2.8405], [-0.5375, 2.9811, -0.2864], [0.3428, 4.5077, -0.3355], [2.6428, 4.5905, -1.2364], [4.8617, 3.6150, -0.7084], [4.9650, 1.2822, 0.1835], [2.8477, 0.0135, 0.4113], [-0.6312, -1.4659, -1.5424], [-0.0350, -1.9829, -2.5230], [1.2377, -1.4352, -3.1222], [2.4343, -1.5161, -2.4250], [3.6018, -1.0330, -3.0038], [3.5699, -0.4546, -4.2625], [2.3713, -0.3766, -4.9595], [1.2061, -0.8715, -4.3954], [-0.5858, -3.1846, -3.2195], [-1.9341, -3.5087, -3.0762], [-2.4580, -4.6021, -3.7434], [-1.6393, -5.3892, -4.5415], [-0.2915, -5.0894, -4.6619], [0.2372, -3.9865, -4.0086], [2.4539, -1.9983, -1.4541], [4.5402, -1.1194, -2.4719], [4.4816, -0.0847, -4.7132], [2.3478, 0.0542, -5.9521], [0.2732, -0.8298, -4.9448], [-2.5596, -2.8886, -2.4478], [-3.5049, -4.8532, -3.6335], [-2.0533, -6.2370, -5.0713], [0.3541, -5.7207, -5.2581], [1.2903, -3.7614, -4.1063]], "mulliken_charge": [1.8324, -0.6137, 0.0200, -0.2597, 0.2423, -0.5414, -0.5353, -0.7339, -0.6665, 0.0337, 1.2645, 1.1808, -0.3063, -0.7881, -0.6002, -0.7360, -0.6988, 0.7141, -0.2323, -1.1114, -0.6390, -0.7495, -0.8439, 0.5230, 0.4170, 0.4562, 0.4916, 0.5649, 0.4530, 0.4370, 0.4816, 0.4477, 0.5958, 0.4891, 0.4357, 0.4655, 0.4683, -0.4923, -0.2937, -0.8944, -0.6215, 0.4792, -0.5861, -0.7575, -0.7898, -0.5253, 0.2394, 0.2863, 0.5471, 0.0365, 0.4409, 0.3899, -0.2766, 0.5791, 0.5632, 0.4579, 0.5444, 0.3633, -1.0590, 0.1057, -0.0661, 0.1675, -0.8247, -0.5305, -0.8259, -0.0686, 0.4036, -0.4046, -0.5891, -0.4169, -0.7985, -0.3194, 0.6276, 0.4816, 0.4277, 0.4326, 0.5579, 0.4715, 0.3956, 0.3946, 0.3977, 0.3910]}

---

No. 4
{"formula": "C40H35CrN5O4", "method": "ωB97M-V/def2-TZVPD", "relative_energy_kj_mol": 0.0, "lumo_ev": [-3.48, -3.45], "molar_mass_g_mol": 701.747, "total_charge": 1, "multiplicity": 2, "elements": ["Cr", "C", "C", "C", "C", "N", "C", "C", "C", "C", "C", "C", "N", "C", "C", "C", "C", "C", "N", "H", "H", "H", "H", "H", "H", "H", "H", "H", "H", "H", "N", "C", "C", "C", "O", "O", "H", "H", "H", "H", "H", "H", "C", "C", "C", "C", "C", "C", "C", "C", "H", "H", "H", "H", "H", "C", "O", "C", "C", "C", "C", "C", "C", "N", "C", "C", "C", "C", "C", "C", "C", "O", "H", "H", "H", "H", "H", "H", "H", "H", "H", "H", "H", "H", "H"], "coordinates": [[0.0187, 0.6582, -0.4688], [4.0276, -0.9455, -1.0695], [4.7233, -0.1455, -0.1807], [4.0239, 0.5859, 0.7645], [2.6418, 0.5107, 0.7800], [1.9726, -0.2403, -0.0998], [2.6468, -0.9590, -0.9920], [1.7932, 1.2792, 1.7422], [2.3570, 1.9303, 2.8256], [1.5329, 2.6216, 3.6935], [0.1686, 2.5994, 3.4805], [-0.3492, 1.8953, 2.3989], [0.4625, 1.2732, 1.5182], [-1.8360, 1.8283, 2.2478], [-2.6170, 2.9502, 2.4831], [-3.9871, 2.8428, 2.3192], [-4.5257, 1.6227, 1.9477], [-3.6665, 0.5522, 1.7663], [-2.3479, 0.6481, 1.9183], [4.5357, -1.5286, -1.8247], [5.8009, -0.0703, -0.2359], [4.5550, 1.2383, 1.4404], [2.0471, -1.5556, -1.6709], [3.4236, 1.9042, 2.9848], [1.9486, 3.1603, 4.5346], [-0.5087, 3.0957, 4.1611], [-2.1658, 3.9050, 2.7170], [-4.6204, 3.7083, 2.4620], [-5.5892, 1.4995, 1.7997], [-4.0480, -0.4234, 1.4868], [-0.2163, 0.3591, -2.6248], [0.8017, 0.8212, -3.5893], [1.1950, 2.2622, -3.2979], [1.9307, 2.3012, -1.9812], [3.1278, 2.4676, -1.8978], [1.1690, 2.0952, -0.9269], [-0.4224, -0.6218, -2.7818], [-1.0851, 0.8661, -2.7772], [0.4422, 0.7234, -4.6156], [1.6779, 0.1766, -3.4889], [0.2949, 2.8774, -3.2224], [1.8339, 2.6461, -4.0897], [-1.5417, 1.8792, -0.6835], [-2.2349, 2.8739, -0.5800], [-3.0278, 4.0580, -0.3925], [-2.4180, 5.2437, 0.0247], [-3.1772, 6.3807, 0.2538], [-4.5534, 6.3521, 0.0700], [-5.1659, 5.1781, -0.3479], [-4.4109, 4.0385, -0.5784], [-1.3437, 5.2609, 0.1601], [-2.6925, 7.2950, 0.5708], [-5.1445, 7.2413, 0.2447], [-6.2371, 5.1515, -0.5011], [-4.8855, 3.1216, -0.9038], [3.7531, -4.3755, 1.2569], [2.8562, -3.5260, 1.9631], [2.6324, -3.8270, 3.2543], [3.3691, -4.7632, 3.9739], [3.1117, -4.9775, 5.3188], [2.1201, -4.2623, 5.9725], [1.3732, -3.3446, 5.2570], [1.6041, -3.1384, 3.9049], [0.8031, -2.1363, 3.2628], [0.2530, -2.0236, 2.0790], [0.0719, -2.9470, 1.0305], [0.2197, -4.3476, 1.1869], [-0.1726, -5.2080, 0.2035], [-0.7313, -4.6821, -0.9765], [-0.8864, -3.3345, -1.1633], [-0.4728, -2.4080, -0.1763], [-0.6179, -1.1328, -0.4548], [3.4530, -5.4207, 1.3539], [4.7765, -4.2458, 1.6140], [3.6899, -4.0760, 0.2192], [4.1643, -5.3113, 3.4890], [3.7032, -5.7040, 5.8592], [1.9220, -4.4228, 7.0223], [0.5832, -2.7852, 5.7449], [0.6016, -1.3515, 3.8722], [-0.2496, -1.0749, 1.9363], [0.6126, -4.7383, 2.1162], [-0.0770, -6.2764, 0.3335], [-1.0579, -5.3615, -1.7542], [-1.3374, -2.9457, -2.0670]], "mulliken_charge": [0.1390, -1.3199, -1.0172, -0.7007, 0.1911, 1.1015, -0.8057, 1.0083, -1.0037, -1.3988, -0.5905, 0.4444, 1.6990, 0.4801, -1.1288, -0.3855, -0.8768, -0.2515, -0.1064, 0.5841, 0.5303, 0.4912, 0.5616, 0.4705, 0.4702, 0.6581, 0.4159, 0.4590, 0.4456, 0.4309, -0.1517, -0.5966, -0.7149, 0.3242, -0.6433, -0.1614, 0.1890, 0.3615, 0.4638, 0.2882, 0.2926, 0.4363, -1.4322, 0.7462, 0.4297, -0.3768, -0.6196, -0.4812, -0.6706, -0.3261, 0.5611, 0.4171, 0.4252, 0.4057, 0.5072, -1.1042, 0.0251, 0.9241, -0.8573, -0.7895, -0.7749, -0.6126, 0.3442, 0.1353, -0.5196, 0.5594, -0.6659, -0.8914, -0.7404, -0.6390, -0.1926, 0.3391, 0.4888, 0.3688, 0.2269, 0.4567, 0.4161, 0.4019, 0.4703, 0.4308, 0.7347, 0.4301, 0.4764, 0.4311, 0.4590]}